DFT (ωB97M-V/def2-TZVPD) results for a molecular structure, C18H45BaN4O9.

The geometry in XYZ format:
```
77
Properties=species:S:1:pos:R:3:lowdin_charge:R:1
Ba -0.41155 -0.70439 -0.82084 2.11
O 3.42831 -3.14804 -0.68641 -0.01
O 1.88087 -1.86711 0.09968 -0.20
O -2.25641 1.40403 -0.75217 -0.31
O 2.47921 -3.61405 1.11497 0.00
O -2.96574 -1.53469 -1.35821 -0.31
O 2.74011 -0.27975 4.40979 -0.18
O -1.05996 -1.81289 1.46812 -0.42
O 1.41303 1.46734 -0.90926 -0.33
O 1.35805 -0.49239 -2.93659 -0.34
N 2.47021 1.47941 2.04805 -0.08
N -0.37330 0.87117 1.37505 -0.16
N 2.59753 -2.83802 0.17499 -0.65
N -1.57150 -0.15693 -3.33608 -0.15
C 2.03390 1.01367 4.33859 -0.16
C -3.43207 -1.64464 -2.64370 -0.32
C 1.04780 2.23595 -2.06645 -0.09
C 2.21799 -1.18172 5.37800 -0.11
C 2.75777 1.65158 -0.41922 -0.14
C 2.60846 2.07569 3.34833 -0.19
C 2.92810 2.37475 0.99582 -0.16
C -2.38111 -1.43239 -3.63421 -0.18
C -3.32351 1.82440 -1.57447 -0.11
C -0.74765 2.28383 0.99323 -0.17
C -3.99327 -2.08567 -0.51656 -0.03
C -0.88786 -3.19609 1.76603 -0.08
C -1.18095 0.32048 2.48668 -0.20
C -0.58957 0.13555 -4.46597 -0.13
C 2.61607 -1.12219 -2.92857 -0.12
C -0.81562 -1.11575 2.70248 -0.20
C 0.64722 -0.77299 -4.15360 -0.20
C -2.06197 2.49894 0.20454 -0.16
H 3.67213 2.17468 3.56493 0.13
H 0.04787 2.83867 0.49582 0.10
H -1.69499 -2.26217 -3.46446 0.12
H -3.47714 1.13923 -2.40816 0.06
H -0.96843 2.83246 1.90885 0.12
H -1.74957 -3.47202 2.37381 0.10
H 1.28424 -0.48244 -4.98899 0.13
H -4.31980 -3.06400 -0.86921 0.11
H 2.76046 -2.12709 5.38745 0.10
H 0.99608 0.73233 4.16002 0.09
H 3.25201 0.86659 2.23065 0.12
H -2.79299 2.37366 1.00330 0.12
H -3.78337 -2.62557 -2.96379 0.14
H 3.13156 -0.89879 -1.99452 0.07
H -3.09209 2.76307 -2.07791 0.11
H 0.07651 1.83563 -2.35701 0.05
H 0.02740 -3.41650 2.31541 0.10
H 1.70235 2.18750 -2.93669 0.11
H -2.22513 0.30651 2.17428 0.12
H -2.00973 3.51179 -0.19483 0.14
H -0.93914 -0.27319 -5.41403 0.12
H 0.56927 0.94636 1.73004 0.06
H 1.95056 1.44401 5.33656 0.12
H -0.27293 1.17318 -4.57165 0.12
H -4.83638 -1.40719 -0.38638 0.11
H 3.13651 0.63050 -0.37395 0.11
H -1.57822 -1.48794 3.38659 0.14
H 1.20511 -1.53394 5.18271 0.07
H 0.73826 3.26644 -1.89221 0.10
H 2.15649 -0.80800 6.40008 0.09
H -1.15289 0.86524 3.43037 0.13
H 0.42833 -1.83727 -4.24005 0.13
H 3.54708 2.07342 -1.04142 0.13
H 2.78856 -2.19109 -3.05434 0.10
H -4.18991 -0.97322 -3.04740 0.14
H 3.94836 2.74090 1.11024 0.12
H -2.24491 0.55881 -3.10298 0.04
H 0.19991 -1.24091 3.07816 0.12
H -4.25587 1.95188 -1.02443 0.11
H 2.08581 3.00231 3.58563 0.13
H 2.38252 3.31727 1.04168 0.11
H 3.30551 -0.80702 -3.71180 0.10
H -0.80363 -3.62859 0.76906 0.10
H -3.44093 -2.22640 0.41253 0.08
H -2.73744 -1.40621 -4.66399 0.14
```

Properties
Strongest force on any atom ... 5.18 eV/Å
HOMO energy ... -10.205 eV
Net charge ... +1
Energy relative to the best compared isomer or geometry (same formula, charge and spin) ... 37.3 kcal/mol

---

DFT (ωB97M-V/def2-TZVPD) results for 11 unconnected molecules or ions with the total composition C5H36N3O10.

The geometry in XYZ format:
```
54
Properties=species:S:1:pos:R:3:lowdin_charge:R:1
O 4.13247 1.94440 -1.51378 -0.04
O -1.86093 -2.09724 -2.53874 -0.06
O -2.06310 0.75896 -3.36394 -0.04
O -1.57167 3.87806 0.45689 -0.05
O 2.01633 -1.52488 2.65634 -0.06
O -3.25441 -0.93727 0.37946 -0.05
O 2.24964 -2.99590 0.37643 -0.06
O 3.12680 -0.65445 -0.92174 -0.08
O -0.26144 -4.02747 0.06028 -0.02
O -2.90740 1.58728 -0.37051 -0.08
N 1.29664 3.09566 -0.70132 0.18
N 0.81589 0.53553 -0.17343 -0.07
N -0.82333 -1.08437 2.47087 -0.13
C -1.20486 -0.89657 3.88061 -0.11
C 0.87014 2.29805 -1.88430 -0.11
C -0.37056 -0.15281 0.35577 -0.20
C -0.67871 0.20095 1.82270 -0.24
C 0.83377 0.72610 -1.60393 -0.17
H 1.76488 3.97441 -0.91346 0.17
H -3.75417 2.01337 -0.19004 0.07
H 1.70336 0.31469 -2.10066 0.09
H -1.91336 0.72913 -4.30649 0.06
H 4.89207 2.12528 -0.95672 0.05
H 1.67986 0.24130 0.24465 0.08
H 0.06604 0.97754 2.07286 0.12
H -1.21617 0.08001 -0.27614 0.07
H -2.30744 -2.51959 -3.28159 0.05
H 2.43400 -1.71012 1.79084 0.01
H -3.28695 -1.77867 -0.09107 0.06
H -1.65501 0.71066 1.85740 0.11
H 3.80602 1.08738 -1.21728 -0.01
H 2.69756 -3.52161 1.04047 0.07
H -2.77543 1.18635 -2.90408 0.03
H -0.15836 2.55721 -2.14401 0.11
H -1.83776 4.30826 1.26568 0.05
H 0.45318 3.25332 -0.13169 0.12
H -2.55644 -1.22532 1.00947 0.05
H -2.25857 -1.21646 -2.63835 0.00
H -0.43299 -4.77164 0.63550 0.07
H -2.28609 -0.93224 4.00910 0.08
H -1.86258 2.96336 0.35902 -0.01
H 2.76926 -1.43001 -0.47764 0.01
H 1.98405 2.50232 -0.22846 0.13
H 3.84783 -1.06665 -1.41330 0.09
H -0.09075 0.31757 -1.99951 0.09
H -0.98473 -3.50923 -0.28526 0.04
H -0.72923 -0.00688 4.27394 0.07
H -3.15348 0.64395 -0.22222 0.01
H -0.81349 -1.65780 4.56484 0.08
H 0.02893 -1.63498 2.42221 0.06
H 1.55512 2.41149 -2.71921 0.12
H 1.32754 -3.26785 0.20952 0.02
H -0.14516 -1.22392 0.22713 0.11
H 2.86319 -1.57869 3.12688 0.07
```

Properties
Strongest force on any atom ... 2.45 eV/Å
HOMO energy ... -11.262 eV
Net charge ... +1
Energy relative to the best compared isomer or geometry (same formula, charge and spin) ... 68.7 kcal/mol